Entry 1:
Computed, not measured: a cluster of 2 separate species, C4H10O2 in total in a non-equilibrium geometry, with ωB97M-V/def2-TZVPD.

Output
lowest unoccupied orbital energy	0.4	eV
max |F|	2.59	eV/Å
SMILES	C/C=C(/C)O.O
HOMO-LUMO gap	8.680	eV
energy relative to the best compared isomer or geometry (same formula, charge and spin)	2.164	eV

Structure (XYZ):
```
16
Properties=species:S:1:pos:R:3:forces:R:3:lowdin_charge:R:1
C 1.103861 -1.791579 -0.586826 0.73 -0.46 0.30 -0.12
C 1.518091 -0.411247 -0.173911 0.25 0.28 -1.06 -0.17
C 0.914313 0.438679 0.659705 -0.87 1.49 -1.93 -0.38
C 1.557567 1.747089 1.109817 -0.16 -2.09 0.04 -0.02
O -0.467158 0.439153 0.833698 0.58 -0.46 1.30 0.02
H 0.945455 -2.432741 0.291654 -0.22 0.22 -0.19 0.08
H 1.966327 -2.268365 -1.118189 -0.91 0.40 0.16 0.08
H 0.213643 -1.813315 -1.210061 -0.15 -0.22 -0.28 0.06
H 2.106225 0.130859 -0.931820 1.04 -0.54 1.05 0.11
H 1.924515 1.466552 2.106856 -0.34 0.95 0.18 0.09
H 0.798038 2.510973 1.038572 0.22 0.51 0.43 0.08
H 2.469987 1.934599 0.538608 -0.31 0.09 -0.18 0.08
H -0.850305 -0.103567 0.136291 0.13 -0.20 0.18 0.09
O -5.017405 0.090400 -0.598609 0.38 -0.20 -0.59 -0.06
H -5.039291 -0.425358 -1.417234 -0.38 -0.04 0.23 0.04
H -4.143862 0.487868 -0.678552 0.00 0.26 0.36 0.02
```
Positions in Å, forces in eV/Å.

***

Entry 2:
Computed, not measured: a cluster of 2 separate species, C8H13N3OS in total in a non-equilibrium geometry, with ωB97M-V/def2-TZVPD.

Output
lowest unoccupied orbital energy (alpha / beta)	0.2 / 0.2	eV
max |F|	4.95	eV/Å
HOMO-LUMO gap (alpha / beta)	8.908 / 8.908	eV
energy relative to the best compared isomer or geometry (same formula, charge and spin)	4.220	eV

Structure (XYZ):
```
26
Properties=species:S:1:pos:R:3:forces:R:3:lowdin_charge:R:1
C -2.597500 -1.326589 0.751453 1.43 1.00 -2.77 -0.48
C -3.298147 1.193423 0.374395 -0.24 -3.81 0.60 -0.08
C 1.699565 0.841733 1.061268 2.63 1.24 2.57 -0.23
C 0.568123 1.701749 0.620922 -2.30 1.23 -2.60 -0.18
C 1.494278 -0.621096 0.742067 -2.88 1.02 0.47 -0.19
C 0.396842 1.420925 -0.944897 -0.85 1.12 0.74 -0.25
C 1.194222 -0.827771 -0.703032 0.51 -1.41 -2.32 -0.41
C 0.837526 -2.309560 -1.071145 -1.37 0.68 1.96 -0.07
N -2.730070 -2.122500 1.546743 -0.70 -2.03 2.53 0.13
N 0.144411 0.054577 -1.226273 -0.72 -0.57 0.44 -0.47
N -2.352585 -0.477809 -0.220387 -2.80 3.65 1.84 -0.36
O -2.902863 2.160421 -0.059883 1.24 2.39 -1.40 0.13
S -1.413635 -0.332797 -1.560355 0.23 -0.93 -0.41 0.98
H -4.170073 1.107420 1.091032 0.79 -0.88 -0.47 0.15
H 2.757646 1.192242 0.646317 -2.30 -0.55 0.14 0.15
H 1.915950 1.078603 2.180066 -0.59 -0.95 -1.52 0.13
H -0.467190 1.634949 1.112253 1.69 -0.62 -0.29 0.12
H 0.764840 2.773039 0.635516 0.43 0.08 0.43 0.10
H 2.246305 -1.171374 1.160465 2.54 -1.59 0.31 0.09
H 0.631602 -1.087031 1.245803 -0.24 0.72 0.30 0.13
H -0.344541 2.024644 -1.553275 0.88 -0.32 1.21 0.12
H 1.364266 1.528517 -1.353822 1.36 1.03 -0.58 0.09
H 2.143002 -0.553350 -1.294239 -1.22 -0.30 0.51 0.16
H 0.130692 -2.808971 -0.288873 1.16 1.12 -0.97 0.10
H 1.817153 -2.779186 -0.904781 -0.53 -0.71 -1.23 0.08
H 0.170185 -2.294202 -1.987339 1.85 -0.62 0.49 0.06
```
Positions in Å, forces in eV/Å.

***

Entry 3:
Computed, not measured: a structure of composition C17H12Cl2MgN4O6, with ωB97M-V/def2-TZVPD.

Output
lowest unoccupied orbital energy	-0.8	eV
max |F|	0.15	eV/Å
HOMO-LUMO gap	6.715	eV
energy relative to the best compared isomer or geometry (same formula, charge and spin)	0.011	eV

Structure (XYZ):
```
42
Properties=species:S:1:pos:R:3:forces:R:3:lowdin_charge:R:1
Mg -0.483353 0.095392 1.165764 -0.07 -0.02 -0.02 0.76
Cl -4.147889 2.856731 3.017568 0.02 0.01 -0.01 0.70
C -2.570639 3.376761 2.525141 -0.07 0.01 0.06 -0.58
C -2.245908 4.739119 2.638538 0.03 -0.04 -0.01 -0.12
C -1.020437 5.209147 2.264515 -0.03 -0.06 0.00 -0.62
Cl -0.657873 6.902200 2.419949 0.01 0.04 0.00 0.68
C -0.045290 4.322438 1.747912 -0.03 -0.01 0.01 -0.17
C 1.243279 4.695542 1.316529 0.04 -0.03 -0.02 -0.01
C 2.097298 3.748036 0.818220 0.00 0.08 0.02 -0.04
C 1.670970 2.414520 0.750391 -0.03 -0.02 0.02 -0.10
N 0.480742 2.032249 1.154210 0.02 0.01 -0.05 0.07
C -0.387376 2.957197 1.646732 -0.01 -0.01 0.00 -0.12
C -1.677931 2.434069 2.037541 0.13 0.04 -0.05 -0.40
O -1.915592 1.174300 1.902202 -0.05 -0.02 0.07 -0.12
H -2.991912 5.416889 3.029831 0.01 0.02 0.00 0.11
H 1.538982 5.734015 1.380393 0.01 0.00 -0.01 0.09
H 3.087462 4.011016 0.473974 0.00 0.01 0.00 0.11
H 2.320340 1.644446 0.349725 -0.01 -0.01 0.00 0.12
N 2.327565 -1.827833 1.276112 -0.03 -0.04 0.00 0.20
C 1.614770 -1.679505 2.410123 -0.01 0.11 0.08 -0.60
N 2.049168 -2.317528 3.520243 0.00 -0.02 -0.02 0.18
O 0.594160 -0.969446 2.472591 0.05 -0.05 -0.06 0.00
H 3.016138 -2.555620 1.205835 0.01 0.01 -0.01 0.11
H 1.899926 -1.474901 0.422061 0.01 0.01 0.02 0.08
H 2.965049 -2.723565 3.571244 -0.01 -0.02 0.00 0.11
H 1.561942 -2.119247 4.375976 0.01 0.02 0.00 0.12
O 0.547500 -0.632665 -0.597484 -0.02 0.01 0.01 -0.07
C -0.492167 -1.339158 -0.800198 -0.02 0.01 0.08 -0.57
O -1.448412 -1.318394 0.012556 0.07 -0.01 -0.10 0.01
C -0.569852 -2.206114 -2.016408 0.01 -0.01 -0.01 -0.11
C 0.454806 -2.183144 -2.955398 0.00 0.00 0.00 0.01
C 0.385483 -2.991016 -4.077530 0.00 0.00 0.00 0.01
C -0.720007 -3.808445 -4.227165 0.00 0.00 0.01 -0.14
C -1.756009 -3.846814 -3.311403 0.01 0.01 0.00 0.02
C -1.673796 -3.031720 -2.195921 -0.01 0.01 0.02 0.02
N -0.797761 -4.678543 -5.419187 -0.01 -0.02 -0.03 -0.35
O 0.120814 -4.630068 -6.211521 0.00 0.00 0.01 0.08
O -1.774512 -5.389504 -5.532665 0.01 0.00 0.00 0.08
H 1.296304 -1.522844 -2.799248 0.00 0.00 0.00 0.12
H 1.160789 -2.996565 -4.828424 0.00 0.00 0.00 0.12
H -2.597864 -4.500701 -3.480325 0.00 0.00 0.00 0.12
H -2.458908 -3.020725 -1.453001 0.00 -0.01 0.00 0.13
```
Positions in Å, forces in eV/Å.

***

Entry 4:
Computed, not measured: a cluster of 3 separate species, C4H14NO2 in total in a non-equilibrium geometry, with ωB97M-V/def2-TZVPD.

Output
spin multiplicity	2
lowest unoccupied orbital energy (alpha / beta)	0.4 / 0.3	eV
max |F|	3.69	eV/Å
HOMO-LUMO gap (alpha / beta)	2.968 / 8.942	eV
energy relative to the best compared isomer or geometry (same formula, charge and spin)	3.382	eV

Structure (XYZ):
```
21
Properties=species:S:1:pos:R:3:forces:R:3:mulliken_spin:R:1
C -0.684011 0.764024 -1.010987 0.36 2.10 -1.79 1.07
C -1.399454 1.895357 -0.284733 -1.88 1.46 -2.64 -0.52
C -2.610934 1.309109 0.398055 -0.21 -0.09 -1.74 0.28
C -3.066791 1.685714 1.579763 -0.72 -0.56 0.80 0.00
N 0.027725 0.003133 -0.050819 -0.83 -3.49 -0.84 1.08
H 0.004493 0.894176 -1.832886 0.70 1.61 -0.10 -0.20
H -1.367423 0.203666 -1.610817 -1.01 -1.03 0.64 0.23
H -1.909855 2.525138 -1.075234 0.73 -0.42 0.05 0.03
H -0.797995 2.678821 0.185678 0.17 -0.79 0.69 -0.08
H -3.349310 0.923816 -0.365140 1.15 -0.66 1.08 0.08
H -3.781655 1.123886 2.146495 -0.83 0.10 -0.22 -0.01
H -2.697002 2.547417 2.033891 1.20 0.99 1.19 -0.02
H 0.697002 -0.695300 -0.507099 -0.80 0.20 0.80 -0.38
H -0.793582 -0.328846 0.505743 0.15 -1.30 0.60 -0.35
H 0.553698 0.514791 0.576605 1.74 1.95 1.50 -0.29
H 4.079934 -4.328760 -0.325116 -0.40 1.86 1.06 -0.01
H 4.667691 -3.954998 0.998522 -0.47 0.74 -0.12 -0.03
O 4.064149 -3.557346 0.335895 0.81 -2.55 -0.93 0.08
H 2.825734 -1.813777 0.098966 0.26 -0.59 0.42 -0.07
H 3.029064 -1.266443 -1.314093 -0.66 0.24 0.95 -0.04
O 2.508520 -1.123580 -0.482689 0.53 0.24 -1.41 0.15
```
Positions in Å, forces in eV/Å.

***

- Number 2 is which compound?
  C8H13N3OS